ORCA calculation (the ωB97M-V functional and the def2-TZVPD basis) on a 2-piece molecular cluster, C3H2Cl2O overall.

## Properties
**Frontier orbital gap (alpha / beta)**: 7.221 / 6.090 eV
**F_max**: 0.0336 Eh/bohr
**2S+1**: 1

Each line ends with the Löwdin charge.
Element x y z (Å)
C -0.3028 -0.0757 0.3116  -0.246
C -1.2835 -0.9016 0.0712  0.130
C 0.6342 0.9385 0.2181  -0.731
O 0.6579 0.2066 1.3472  0.130
Cl 2.6300 -0.1287 -1.7189  -0.328
Cl 1.0363 2.4655 -0.1647  0.873
H -1.5501 -1.6519 0.7933  0.086
H -1.8218 -0.8526 -0.8578  0.086